C15H40FLiO5 as an isolated structure in a non-equilibrium geometry. Source: the OMol25 dataset; level of theory: wB97M-V/def2-TZVPD.

Element x y z (Å)
Li -1.197 -0.825 1.445
F -0.044 -0.549 -1.112
C 3.694 3.009 -2.399
C 3.986 1.604 -3.005
C 4.529 0.724 -1.988
O 2.824 1.111 -3.625
H 2.739 3.199 -1.908
H 3.646 3.700 -3.240
H 4.477 3.351 -1.722
H 4.690 1.626 -3.837
H 3.800 0.557 -1.195
H 5.499 1.169 -1.764
H 4.747 -0.264 -2.394
H 2.238 0.726 -2.969
C -3.633 4.187 -1.410
C -4.294 3.073 -0.629
C -5.238 2.237 -1.400
O -3.269 2.188 -0.153
H -4.386 4.703 -2.006
H -2.840 3.724 -1.997
H -3.139 4.908 -0.759
H -4.802 3.431 0.267
H -5.875 1.638 -0.748
H -4.871 1.464 -2.075
H -6.010 2.786 -1.940
H -2.726 2.050 -0.933
C -0.402 2.208 6.008
C -0.648 2.038 4.486
C 0.671 2.329 3.732
O -1.055 0.717 4.271
H 0.626 2.386 6.325
H -0.894 1.416 6.574
H -0.874 3.144 6.304
H -1.326 2.755 4.024
H 0.619 1.827 2.766
H 1.535 1.939 4.271
H 0.803 3.398 3.565
H -1.617 0.606 5.041
C -1.221 -4.591 -5.790
C -0.972 -3.292 -5.058
C -2.215 -2.343 -5.049
O -0.564 -3.665 -3.743
H -1.577 -5.449 -5.220
H -0.243 -4.869 -6.181
H -1.893 -4.487 -6.642
H -0.180 -2.706 -5.526
H -2.307 -1.731 -5.947
H -2.202 -1.648 -4.210
H -3.219 -2.765 -5.044
H -0.641 -2.874 -3.205
C 2.969 -2.365 4.122
C 2.172 -3.517 3.564
C 1.414 -4.191 4.726
O 1.266 -2.975 2.599
H 3.598 -2.800 4.899
H 2.296 -1.666 4.618
H 3.561 -1.864 3.357
H 2.763 -4.233 2.994
H 1.019 -3.457 5.428
H 1.991 -4.912 5.305
H 0.601 -4.854 4.430
H 1.599 -3.030 1.700

Forces on atoms 1 to 3 (eV/Å):
0.756 0.272 -1.046
-0.578 -0.164 1.221
0.525 0.518 -1.120

## Properties
relative energy (zero: lowest compared OMol25 entry of this formula, charge and spin): 132.5 kcal per mole
HOMO: -8.430 eV

In the Löwdin picture, each atom carries the following charge in e: number 1, Li, carries 0.821; number 2, F, carries -0.845; number 3, C, carries -0.051; number 4, C, carries -0.533; number 5, C, carries -0.087; number 6, O, carries -0.043; number 7, H, carries 0.076; number 8, H, carries 0.067; number 9, H, carries 0.066; number 10, H, carries 0.137; number 11, H, carries 0.095; number 12, H, carries 0.087; number 13, H, carries 0.085; number 14, H, carries 0.083; number 15, C, carries -0.045; number 16, C, carries -0.504; number 17, C, carries -0.079; number 18, O, carries -0.073; number 19, H, carries 0.082; number 20, H, carries 0.086; number 21, H, carries 0.081; number 22, H, carries 0.138; number 23, H, carries 0.077; number 24, H, carries 0.088; number 25, H, carries 0.079; number 26, H, carries 0.075; number 27, C, carries -0.039; number 28, C, carries -0.483; number 29, C, carries -0.048; number 30, O, carries -0.060; number 31, H, carries 0.078; number 32, H, carries 0.075; number 33, H, carries 0.076; number 34, H, carries 0.131; number 35, H, carries 0.074; number 36, H, carries 0.075; number 37, H, carries 0.084; number 38, H, carries 0.074; number 39, C, carries -0.067; number 40, C, carries -0.468; number 41, C, carries -0.058; number 42, O, carries -0.054; number 43, H, carries 0.080; number 44, H, carries 0.072; number 45, H, carries 0.073; number 46, H, carries 0.128; number 47, H, carries 0.068; number 48, H, carries 0.069; number 49, H, carries 0.067; number 50, H, carries 0.071; number 51, C, carries -0.067; number 52, C, carries -0.477; number 53, C, carries -0.057; number 54, O, carries -0.077; number 55, H, carries 0.082; number 56, H, carries 0.079; number 57, H, carries 0.083; number 58, H, carries 0.138; number 59, H, carries 0.075; number 60, H, carries 0.077; number 61, H, carries 0.073; number 62, H, carries 0.091

***

One molecule with the formula C4H8NO2P in a non-equilibrium geometry. Source: the OMol25 dataset; level of theory: wB97M-V/def2-TZVPD.

Element x y z (Å)
H 3.795 0.300 -0.053
P 2.734 -0.085 0.739
C 2.010 -0.934 -0.447
C 0.319 -1.437 0.007
O 0.060 -2.502 0.446
N -0.625 -0.452 0.123
C -1.989 -0.791 0.044
O -0.326 0.698 -0.717
C -0.325 1.931 0.154
H 2.300 -1.125 -1.518
H -2.219 -0.899 -0.993
H -2.325 -1.562 0.790
H -2.447 0.207 0.323
H -1.227 1.933 0.781
H -0.315 2.790 -0.556
H 0.580 1.928 0.876

Forces on atoms 1 to 3 (eV/Å):
1.068 0.185 -0.296
-0.087 0.223 0.787
-4.198 -1.069 -0.973

## Properties
SMILES: [H]/P=C/C(=O)N(C)OC
relative energy (zero: lowest compared OMol25 entry of this formula, charge and spin): 120.8 kcal per mole
HOMO: -9.357 eV

In the Löwdin picture, each atom carries the following charge in e: number 1, H, carries -0.161; number 2, P, carries 0.810; number 3, C, carries -0.405; number 4, C, carries -0.459; number 5, O, carries 0.075; number 6, N, carries -0.168; number 7, C, carries -0.043; number 8, O, carries -0.183; number 9, C, carries -0.050; number 10, H, carries 0.049; number 11, H, carries 0.089; number 12, H, carries 0.123; number 13, H, carries 0.099; number 14, H, carries 0.066; number 15, H, carries 0.092; number 16, H, carries 0.068

***

A 2-piece molecular cluster, C3H2FP overall in a non-equilibrium geometry. Source: the OMol25 dataset; level of theory: wB97M-V/def2-TZVPD.

Element x y z (Å)
C -0.886 0.972 -0.617
C 0.039 1.670 -0.568
F 1.074 2.470 -0.444
H -1.570 0.258 -0.698
C 0.525 -1.703 0.933
P -0.449 -2.457 -0.017
H 1.268 -1.210 1.411

Forces on atoms 1 to 3 (eV/Å):
-0.381 0.029 -0.073
4.222 3.393 0.494
-1.317 -0.959 -0.234

## Properties
SMILES: C#CF.C#P
relative energy (zero: lowest compared OMol25 entry of this formula, charge and spin): 33.7 kcal per mole
HOMO: -10.029 eV

In the Löwdin picture, each atom carries the following charge in e: number 1, C, carries 0.074; number 2, C, carries -0.201; number 3, F, carries 0.092; number 4, H, carries -0.040; number 5, C, carries -0.504; number 6, P, carries 0.691; number 7, H, carries -0.113

***

C3H6NOP as an isolated structure in a non-equilibrium geometry. Source: the OMol25 dataset; level of theory: wB97M-V/def2-TZVPD.

Element x y z (Å)
C 1.511 -1.023 -0.687
C 0.913 0.166 -0.615
C 0.496 0.771 0.714
N -1.284 0.337 0.564
O -3.312 -0.733 -0.384
P -2.072 -0.038 -0.765
H 1.834 -1.650 -1.522
H 1.886 -1.393 0.295
H 0.832 0.953 -1.444
H 0.315 1.870 0.684
H 0.752 0.567 1.725
H -1.872 0.174 1.435

Forces on atoms 1 to 3 (eV/Å):
0.915 -0.090 1.282
1.488 1.663 -0.023
-4.986 1.140 -2.321

## Properties
relative energy (zero: lowest compared OMol25 entry of this formula, charge and spin): 36.9 kcal per mole
HOMO: -9.080 eV

In the Löwdin picture, each atom carries the following charge in e: number 1, C, carries -0.003; number 2, C, carries -0.292; number 3, C, carries -0.051; number 4, N, carries -0.272; number 5, O, carries -0.514; number 6, P, carries 0.626; number 7, H, carries 0.064; number 8, H, carries 0.075; number 9, H, carries 0.121; number 10, H, carries 0.088; number 11, H, carries 0.076; number 12, H, carries 0.081

***

C37H22F18GeN6O2PdS2 as an isolated structure. Source: the OMol25 dataset; level of theory: wB97M-V/def2-TZVPD.

Element x y z (Å)
Pd 0.621 -0.699 -0.749
N 0.585 -1.285 1.258
C 0.589 -2.707 1.646
C 0.118 -2.878 3.091
C -1.157 -2.128 3.502
C -2.382 -2.413 2.634
N -2.582 -3.839 2.464
C -3.511 -4.590 2.962
N -4.504 -4.128 3.761
N -3.473 -5.911 2.697
C -0.080 -3.615 0.561
O -0.736 -4.625 0.996
O 0.138 -3.327 -0.605
H 1.365 -0.805 1.693
H -0.266 -0.837 1.578
H 1.633 -3.029 1.601
H 0.916 -2.547 3.761
H -0.002 -3.948 3.268
H -0.993 -1.046 3.495
H -1.372 -2.390 4.542
H -2.243 -1.994 1.631
H -3.268 -1.916 3.036
H -1.754 -4.306 1.889
H -4.641 -3.135 3.821
H -5.322 -4.694 3.897
H -2.760 -6.256 2.075
H -4.173 -6.542 3.036
F 10.008 -0.956 0.834
C 9.429 -1.757 -0.076
F 9.736 -3.025 0.259
F 10.040 -1.517 -1.255
C 7.947 -1.548 -0.168
C 7.207 -2.380 -1.002
C 5.843 -2.203 -1.120
C 5.196 -1.189 -0.403
C 5.952 -0.365 0.432
C 7.321 -0.542 0.549
C 3.781 -1.002 -0.535
C 2.577 -0.864 -0.641
H 7.702 -3.167 -1.557
H 5.258 -2.846 -1.763
H 5.456 0.414 0.997
H 7.898 0.100 1.200
F -5.006 2.857 -2.016
C -5.348 2.061 -0.998
C -4.378 1.439 -0.231
C -4.836 0.708 0.852
F -3.955 0.124 1.686
C -6.177 0.548 1.144
F -6.566 -0.182 2.193
C -7.118 1.160 0.336
F -8.413 1.024 0.599
C -6.702 1.929 -0.737
F -7.606 2.542 -1.500
Ge -2.424 1.479 -0.535
S -1.767 -0.577 -0.565
C -1.885 2.725 0.913
C -1.029 2.477 1.966
F -0.425 1.290 2.094
C -0.741 3.416 2.942
F 0.091 3.122 3.943
C -1.329 4.666 2.877
F -1.065 5.576 3.808
C -2.193 4.960 1.837
F -2.760 6.163 1.762
C -2.447 3.992 0.885
F -3.269 4.320 -0.125
C -1.980 2.345 -2.239
C -2.512 1.822 -3.405
F -3.426 0.849 -3.332
C -2.105 2.229 -4.662
F -2.633 1.692 -5.760
C -1.112 3.184 -4.768
F -0.673 3.566 -5.964
C -0.551 3.724 -3.627
F 0.440 4.618 -3.733
C -0.989 3.298 -2.389
F -0.371 3.814 -1.312
S 0.431 0.001 -2.926
C 1.703 0.969 -3.448
N 2.841 1.149 -2.726
C 3.839 1.955 -3.136
C 3.720 2.631 -4.307
C 2.534 2.398 -5.034
N 1.573 1.606 -4.639
H 2.955 0.579 -1.877
H 4.698 2.004 -2.481
H 4.491 3.293 -4.666
H 2.378 2.892 -5.988

Forces on atoms 1 to 3 (eV/Å):
-0.169 0.087 0.087
0.090 0.173 0.033
0.137 -0.112 -0.090

## Properties
relative energy (zero: lowest compared OMol25 entry of this formula, charge and spin): 2.3 kcal per mole
HOMO: -8.236 eV

In the Löwdin picture, each atom carries the following charge in e: number 1, Pd, carries 0.442; number 2, N, carries -0.058; number 3, C, carries -0.254; number 4, C, carries -0.143; number 5, C, carries -0.159; number 6, C, carries -0.165; number 7, N, carries 0.093; number 8, C, carries -0.444; number 9, N, carries 0.187; number 10, N, carries 0.189; number 11, C, carries -0.620; number 12, O, carries -0.053; number 13, O, carries -0.010; number 14, H, carries 0.096; number 15, H, carries 0.006; number 16, H, carries 0.152; number 17, H, carries 0.117; number 18, H, carries 0.116; number 19, H, carries 0.104; number 20, H, carries 0.116; number 21, H, carries 0.053; number 22, H, carries 0.104; number 23, H, carries 0.066; number 24, H, carries 0.099; number 25, H, carries 0.111; number 26, H, carries 0.122; number 27, H, carries 0.110; number 28, F, carries 0.133; number 29, C, carries -0.584; number 30, F, carries 0.138; number 31, F, carries 0.136; number 32, C, carries -0.130; number 33, C, carries -0.008; number 34, C, carries -0.012; number 35, C, carries -0.251; number 36, C, carries -0.025; number 37, C, carries -0.010; number 38, C, carries -0.123; number 39, C, carries -0.176; number 40, H, carries 0.126; number 41, H, carries 0.122; number 42, H, carries 0.115; number 43, H, carries 0.119; number 44, F, carries 0.108; number 45, C, carries -0.214; number 46, C, carries -0.125; number 47, C, carries -0.226; number 48, F, carries 0.054; number 49, C, carries -0.141; number 50, F, carries 0.112; number 51, C, carries -0.133; number 52, F, carries 0.136; number 53, C, carries -0.136; number 54, F, carries 0.130; number 55, Ge, carries 0.691; number 56, S, carries 0.303; number 57, C, carries -0.116; number 58, C, carries -0.214; number 59, F, carries 0.070; number 60, C, carries -0.138; number 61, F, carries 0.122; number 62, C, carries -0.131; number 63, F, carries 0.138; number 64, C, carries -0.137; number 65, F, carries 0.130; number 66, C, carries -0.226; number 67, F, carries 0.101; number 68, C, carries -0.169; number 69, C, carries -0.264; number 70, F, carries 0.094; number 71, C, carries -0.142; number 72, F, carries 0.133; number 73, C, carries -0.152; number 74, F, carries 0.131; number 75, C, carries -0.159; number 76, F, carries 0.113; number 77, C, carries -0.229; number 78, F, carries 0.093; number 79, S, carries 0.744; number 80, C, carries -0.718; number 81, N, carries 0.091; number 82, C, carries -0.041; number 83, C, carries -0.030; number 84, C, carries -0.101; number 85, N, carries 0.079; number 86, H, carries 0.057; number 87, H, carries 0.138; number 88, H, carries 0.107; number 89, H, carries 0.123